Here is a 5-piece molecular cluster, C44H58BN3O14 overall at a distorted geometry from the OMol25 dataset. Energies are from the ωB97M-V functional and the def2-TZVPD basis.

Output
- Spin multiplicity: 1
- Energy: -2953.7506 a.u.
- HOMO level: -0.3202 Ha
- Maximum force: 3.6 eV Å⁻¹
- LUMO level: -0.062 Eh

Structure (XYZ):
```
120
C44H58BN3O14, DFT the ωB97M-V functional and the def2-TZVPD basis
C -3.49 -2.95 -0.83
C -3.12 -2.11 -2.07
C -2.01 -1.07 -1.76
O -2.04 -0.64 -0.41
C -2.60 0.68 -0.29
C -1.49 1.65 -0.79
N -1.34 2.92 -0.11
O -3.78 0.65 -1.05
C -4.19 1.86 -1.66
C -3.83 1.98 -3.16
C -5.12 1.78 -4.00
C -3.15 3.33 -3.49
C -2.55 3.19 -4.92
C -4.14 4.53 -3.50
N -2.82 0.81 1.18
C -3.42 -0.46 1.70
C -3.79 1.84 1.50
C -3.31 3.07 2.25
O -4.93 1.77 1.27
C -0.67 -1.85 -1.98
C -0.33 -1.98 -3.47
B 0.20 -0.65 -4.14
O 0.05 0.57 -3.49
O 0.77 -0.61 -5.40
O 0.39 -1.30 -1.20
C 1.56 -2.08 -1.38
N 2.47 -1.88 -0.27
C 3.53 -2.55 -0.36
C 4.37 -2.79 0.89
C 4.09 -3.14 -1.64
H -4.38 -2.54 -0.37
H -2.68 -3.05 -0.12
H -3.75 -3.95 -1.18
H -4.01 -1.63 -2.46
H -2.70 -2.81 -2.79
H -1.99 -0.27 -2.49
H -1.53 1.83 -1.86
H -0.56 1.11 -0.63
H -0.94 2.80 0.81
H -2.18 3.48 -0.09
H -3.92 2.77 -1.11
H -5.28 1.85 -1.62
H -3.15 1.20 -3.50
H -5.81 2.61 -3.90
H -5.62 0.91 -3.56
H -4.87 1.54 -5.03
H -2.35 3.58 -2.79
H -2.24 2.17 -5.12
H -1.69 3.85 -5.00
H -3.28 3.46 -5.68
H -4.35 4.86 -4.51
H -3.67 5.38 -3.01
H -5.09 4.30 -3.01
H -2.66 -1.15 2.02
H -4.14 -0.88 1.01
H -3.98 -0.18 2.59
H -3.72 3.04 3.27
H -3.76 3.95 1.78
H -2.24 3.13 2.36
H -0.85 -2.86 -1.59
H -1.19 -2.31 -4.05
H 0.43 -2.75 -3.60
H 0.66 0.62 -2.73
H 1.74 -0.65 -5.36
H 1.32 -3.13 -1.52
H 2.05 -1.68 -2.29
H 5.36 -3.09 0.57
H 3.93 -3.62 1.43
H 4.47 -1.88 1.47
H 3.38 -3.72 -2.22
H 4.50 -2.31 -2.22
H 4.93 -3.79 -1.42
O 1.10 2.79 3.10
C 1.46 1.69 3.44
C 0.51 0.55 3.52
C 0.92 -0.66 3.90
C 2.33 -0.92 4.26
O 2.71 -2.01 4.60
C 3.28 0.22 4.19
C 2.87 1.43 3.81
H -0.51 0.76 3.24
H 0.24 -1.51 3.96
H 4.30 0.01 4.45
H 3.55 2.27 3.74
O 11.09 -4.90 -1.64
C 10.29 -4.28 -0.97
C 9.94 -4.70 0.41
C 9.06 -4.02 1.13
C 8.40 -2.80 0.60
O 7.61 -2.18 1.27
C 8.76 -2.38 -0.78
C 9.63 -3.06 -1.51
H 10.43 -5.59 0.78
H 8.79 -4.31 2.14
H 8.26 -1.49 -1.15
H 9.91 -2.77 -2.51
O 0.86 -8.10 4.79
C 1.69 -7.29 4.47
C 2.75 -7.62 3.48
C 3.67 -6.73 3.11
C 3.66 -5.36 3.68
O 4.48 -4.52 3.35
C 2.62 -5.02 4.66
C 1.70 -5.91 5.03
H 2.73 -8.63 3.08
H 4.44 -6.95 2.39
H 2.65 -4.02 5.05
H 0.92 -5.68 5.74
O -5.17 10.57 2.85
C -4.96 9.51 2.29
C -6.07 8.61 1.90
C -5.84 7.45 1.29
C -4.46 7.02 0.96
O -4.25 5.97 0.39
C -3.34 7.92 1.34
C -3.58 9.08 1.96
H -7.07 8.95 2.15
H -6.63 6.78 1.00
H -2.34 7.58 1.10
H -2.78 9.75 2.25
```